# 1
# C31H82F3FeN6O13

A molecular structure, C31H82F3FeN6O13 (ωB97M-V/def2-TZVPD, the OMol25 dataset).

## Properties
calculated total energy = -4099.65582 Eh
E_LUMO (alpha / beta) = -7.336 / -9.668 eV
⟨S²⟩ = 8.77

The geometry in ORCA input format:
```
! RIJCOSX wB97M-V def2-TZVPD def2/J DEFGRID3
* xyz 2 6
Fe -0.395 -1.591 4.001
F -2.385 0.042 -0.155
F -0.961 -0.516 -1.570
F -1.981 -2.068 -0.431
O 4.416 1.137 -0.715
O -2.615 0.830 -5.971
O 0.314 0.441 0.972
O -2.596 -1.309 4.047
O -4.290 5.295 0.520
O 0.439 -6.723 2.299
O -0.468 -1.473 1.952
O 3.597 -0.927 1.147
O -4.311 -4.099 -1.563
O 1.998 7.762 -0.423
O -1.286 -3.451 3.907
O 2.595 2.996 -2.722
O -0.899 0.511 4.024
N -4.819 -1.451 3.808
N -1.943 2.404 4.679
N -1.786 -5.532 3.712
N -3.139 -4.370 4.854
N -3.660 -0.303 2.412
N -0.607 2.442 2.979
C -3.029 4.753 0.580
C 3.628 6.341 0.528
C 0.555 -4.662 1.070
C 4.477 -3.195 1.419
C 5.909 2.086 0.950
C 3.376 2.677 -5.004
C -2.609 -0.782 -4.385
C -1.373 -0.900 -0.365
C 1.054 1.179 -0.020
C -4.815 0.043 -5.243
C 4.335 -2.003 0.457
C -4.740 -4.192 0.709
C 3.439 -2.295 -0.784
C -4.538 -4.978 -0.554
C -3.217 -5.858 -0.394
C 5.741 1.480 -0.465
C -2.160 5.232 -0.559
C 6.195 2.368 -1.535
C 1.175 6.078 1.005
C -3.369 -0.268 -5.546
C 2.486 2.183 -3.837
C 1.019 1.939 -4.097
C -2.019 -4.388 4.185
C -1.115 1.686 3.937
C -3.627 -1.078 3.425
C 0.550 -6.191 0.999
C 1.742 -6.766 0.131
C 2.197 6.449 -0.050
C -3.181 3.278 0.503
C 1.351 2.596 0.501
C -0.176 -0.875 0.675
H 1.495 -4.205 1.380
H -5.170 0.519 -6.157
H 5.813 3.357 -1.282
H -5.267 -0.945 -5.153
H 0.486 1.659 -3.189
H 1.963 0.663 -0.329
H 5.418 3.057 1.010
H 2.704 -6.649 0.630
H -3.143 -0.992 -6.329
H 4.114 1.914 -1.190
H -3.456 -5.262 5.206
H 4.353 6.560 -0.255
H -1.553 -0.985 -4.558
H -4.764 4.979 -0.252
H -5.698 -1.230 3.362
H 1.560 -7.799 -0.167
H 0.218 5.990 0.490
H 0.525 2.872 -4.367
H -2.750 -0.049 -3.591
H -4.857 -1.759 4.769
H 0.070 2.118 2.304
H 4.018 -2.899 -1.483
H -3.124 -6.578 -1.206
H -2.531 4.965 1.527
H 2.605 8.060 -1.105
H -2.782 -0.031 1.995
H -0.836 3.425 3.030
H -2.255 -6.347 4.083
H 2.997 3.611 -5.421
H 7.281 2.271 -1.566
H -1.219 4.682 -0.545
H -2.291 -5.292 -0.297
H 0.588 1.265 -1.001
H 5.282 -2.910 2.096
H 0.372 3.033 0.702
H 0.636 -1.420 0.193
H 4.385 2.709 -4.593
H -2.259 2.700 0.435
H -4.711 -4.964 1.478
H -1.863 6.272 -0.423
H 5.779 2.174 -2.523
H 2.621 -2.874 -0.354
H -0.385 -6.431 0.492
H -5.030 0.813 -4.502
H 2.883 1.205 -3.565
H 0.327 -4.309 0.064
H -0.234 -4.402 1.776
H -2.719 5.128 -1.488
H -0.969 -5.658 3.131
H -1.775 0.477 -6.275
H 5.526 1.471 1.764
H 1.849 3.599 -2.693
H -4.041 -3.393 0.959
H 1.763 -6.305 -0.857
H 3.919 5.420 1.033
H 1.118 6.927 1.686
H 5.275 -1.593 0.087
H -2.308 2.002 5.531
H -3.188 -6.469 0.508
H 6.981 2.229 1.092
H 1.006 1.205 -4.903
H -5.699 -3.679 0.643
H -4.539 -0.238 1.918
H -5.397 -5.605 -0.792
H -3.459 -3.689 -1.394
H -2.098 3.370 4.427
H 1.987 2.505 1.382
H 4.647 -4.184 0.994
H 6.292 0.544 -0.369
H 1.311 5.170 1.592
H 3.143 -0.289 0.592
H -3.627 3.098 -0.476
H 3.622 -3.212 2.096
H 1.921 3.267 -0.141
H 3.734 7.087 1.316
H 3.329 1.891 -5.757
H 3.040 -1.448 -1.342
H 2.277 5.709 -0.846
H 0.581 -7.672 2.268
H -3.482 -3.507 5.250
H -3.078 -1.662 -3.944
H -3.740 2.984 1.391
*
```

# 2
# C31H84N4O9

9 unconnected molecules or ions with the total composition C31H84N4O9 (ωB97M-V/def2-TZVPD, the OMol25 dataset).

## Properties
calculated total energy = -2127.18209 Eh
E_LUMO (alpha / beta) = -2.711 / -8.469 eV
⟨S²⟩ = 0.76

The geometry in ORCA input format:
```
! RIJCOSX wB97M-V def2-TZVPD def2/J DEFGRID3
* xyz 1 2
O 0.458 4.500 12.122
O 6.117 7.546 13.128
O -1.286 13.722 15.791
O 4.655 14.291 13.888
O 2.994 10.472 11.621
O 6.752 14.461 11.363
O 4.885 13.314 8.315
O 4.528 10.222 16.100
O -1.426 15.276 9.905
N 9.142 7.680 11.063
N 2.713 12.360 14.773
N 6.902 10.227 7.423
N 0.289 11.578 16.176
C 6.549 11.400 8.118
C 7.642 12.347 12.038
C 3.142 16.112 13.507
C 5.569 12.240 16.860
C 7.734 13.912 12.159
C 3.938 9.535 11.102
C 4.615 15.991 15.570
C 5.923 9.932 18.032
C 1.723 13.030 12.669
C 7.741 7.629 11.363
C 5.722 7.796 14.483
C 0.287 12.503 17.224
C 4.446 13.149 9.600
C 2.369 5.909 11.880
C -0.113 13.872 16.581
C -1.825 14.906 15.258
C -0.202 14.876 9.311
C 0.972 15.467 10.163
C 5.272 12.167 7.560
C 1.581 12.531 17.989
C 4.873 10.907 17.334
C 3.371 10.957 12.898
C 7.168 6.436 10.528
C 7.871 12.137 8.245
C 0.051 6.678 11.533
C -0.121 13.370 9.263
C 0.947 5.818 12.336
C 7.504 7.471 12.901
C 9.070 14.374 11.603
C 4.492 15.676 14.049
C 2.241 11.824 13.530
H 3.517 12.595 9.466
H 9.949 13.875 12.012
H -0.179 14.602 17.387
H 0.942 6.090 13.391
H -0.223 15.225 8.279
H 2.723 6.909 12.129
H 3.885 8.591 11.644
H 7.169 8.530 11.140
H 6.407 12.103 16.176
H 0.970 3.929 12.700
H 3.947 11.145 17.857
H 2.268 15.512 13.761
H 0.682 14.269 15.950
H 0.852 13.074 8.872
H 5.213 14.144 13.121
H -0.937 12.948 8.676
H -0.990 15.263 14.655
H 8.126 12.520 7.257
H -0.515 11.878 15.643
H 7.321 6.589 9.460
H 6.166 11.033 9.070
H 6.905 15.409 11.351
H 4.631 17.079 15.638
H 3.154 11.678 15.373
H 3.606 10.155 13.597
H 5.144 12.546 10.181
H -0.554 12.212 17.854
H 0.120 7.735 11.791
H 8.669 11.574 8.730
H 4.028 9.457 16.393
H 1.099 11.953 15.703
H 0.939 16.537 9.958
H 6.119 7.044 15.165
H 9.508 8.438 11.622
H 6.097 6.296 10.672
H 7.715 12.992 8.902
H 5.969 12.856 17.665
H 4.943 9.958 11.112
H -1.022 6.503 11.610
H -1.588 16.221 9.952
H 3.724 9.310 10.057
H 0.250 6.608 10.464
H 1.020 13.694 13.172
H 9.211 15.399 11.947
H 3.447 13.004 14.514
H 5.314 9.299 18.677
H 5.287 16.218 13.537
H 1.407 11.143 13.703
H 9.632 6.875 11.426
H 2.409 5.645 10.823
H 2.934 17.123 13.856
H 5.490 12.648 6.606
H 1.560 13.271 18.790
H 7.558 9.626 7.901
H 1.829 11.564 18.426
H -2.026 15.592 16.080
H 3.027 5.187 12.364
H 6.546 9.370 17.336
H 6.127 8.729 14.874
H 0.868 15.276 11.232
H 7.694 5.505 10.741
H 4.636 7.851 14.564
H 7.933 8.384 13.313
H 5.521 15.568 16.005
H 6.488 10.580 18.702
H 3.060 16.108 12.420
H 1.921 15.140 9.739
H 4.180 14.063 10.131
H 9.235 14.386 10.525
H -0.266 12.899 10.236
H 8.294 11.939 12.810
H 2.616 13.527 12.292
H 7.960 11.991 11.058
H 7.542 14.294 13.161
H 4.442 11.525 7.264
H 7.994 6.635 13.400
H 4.829 12.861 16.355
H 6.646 11.940 12.214
H 4.304 11.516 12.833
H -2.728 14.711 14.680
H 1.089 12.618 11.882
H 3.726 15.666 16.112
H 6.113 9.597 7.387
H 2.453 12.707 17.359
*
```